79
Properties=species:S:1:pos:R:3 method="wB97M-V/def2-TZVPD" homo_ha="-0.5330 / -0.5330" total_energy_ha=-3558.92798 max_force_ev_per_a=3.2 orbital_gap_ev="4.0 / 4.0" de_lowest_kj_mol=0.0 charge=+3 spin_multiplicity=3
Tm 0.03407 -0.29025 0.29986
P 2.09556 1.05284 1.57586
P -0.98216 1.98016 -0.88329
P 1.96374 -0.50538 -1.73484
H -1.82424 -2.30167 -0.27743
C -0.76049 -2.51155 -0.49487
C 0.14256 -2.76959 0.53714
H -0.19815 -3.01907 1.55503
C 1.89602 1.56475 3.32721
C 2.75020 2.61698 0.88277
C 3.63048 0.05682 1.74590
C -2.41256 1.55649 -1.94970
C -1.82278 3.14186 0.24242
C -0.02490 3.07485 -1.99092
C 2.88866 -2.08825 -1.77303
C 3.22580 0.71711 -2.25723
C 1.00112 -0.67928 -3.27139
H -0.57101 -2.81758 -1.53307
H 1.17716 -3.08422 0.33528
H 1.79761 0.71198 4.00833
H 1.00380 2.19257 3.41908
H 2.78055 2.15923 3.58838
H 1.93492 3.35311 0.83435
H 3.17550 2.48913 -0.12276
H 3.52743 2.97739 1.57394
H 3.40495 -0.81402 2.37552
H 4.40374 0.66826 2.23333
H 3.99790 -0.29620 0.77260
H -2.80303 2.43954 -2.48349
H -3.22140 1.07357 -1.38637
H -2.00375 0.82426 -2.65362
H -2.39438 3.85772 -0.36336
H -1.07502 3.66654 0.84780
H -2.49935 2.58291 0.90261
H -0.64094 3.93948 -2.27158
H 0.29016 2.55089 -2.90314
H 0.87390 3.42820 -1.46898
H 3.37074 -2.22278 -2.75263
H 2.20553 -2.92772 -1.58820
H 3.65505 -2.07602 -0.98779
H 3.69388 0.40369 -3.20464
H 3.99841 0.79481 -1.48008
H 2.75151 1.69908 -2.40076
H 1.61810 -1.06015 -4.09594
H 0.55766 0.27532 -3.57429
H 0.18462 -1.38584 -3.08488
C -1.93038 -1.19789 -5.33023
C -3.12780 -1.08054 -6.05523
C -3.54825 -2.17001 -6.80977
C -2.80038 -3.35475 -6.81383
C -1.56125 -3.41754 -6.15316
C -1.07296 -2.30121 -5.45307
O -1.63074 -0.26232 -4.36653
H -2.44545 0.27177 -4.21550
H -3.72239 -0.16103 -5.96052
H -4.47100 -2.08899 -7.38169
H -3.17730 -4.23678 -7.33163
H -0.96583 -4.33113 -6.17461
H -0.10182 -2.31001 -4.96916
C 0.61621 -1.97226 4.09139
N -0.09026 -0.92414 4.82466
C -0.46993 -1.33146 6.18451
C -0.93497 -0.08224 4.13857
S -1.41083 -0.35651 2.48916
N -1.45607 0.96307 4.80981
C -0.75963 1.52640 5.96950
C -2.48043 1.80508 4.18603
H -0.10067 -2.65689 3.61867
H 1.22923 -2.52998 4.80951
H 1.27560 -1.56743 3.30615
H -0.02288 -0.69427 6.95307
H -1.55646 -1.33306 6.29422
H -0.10624 -2.35019 6.34784
H -0.83901 2.61824 5.93092
H -1.20439 1.18533 6.91603
H 0.30819 1.26794 5.96797
H -2.07920 2.42196 3.36479
H -3.28730 1.18243 3.77761
H -2.87259 2.46842 4.96532

=====

39
Properties=species:S:1:pos:R:3 method="wB97M-V/def2-TZVPD" homo_ha=-0.5709 total_energy_ha=-2910.76130 max_force_ev_per_a=6.1 orbital_gap_ev=7.5 de_lowest_kj_mol=26.8 charge=+2
C 0.50247 -1.26417 -6.88381
C 1.49452 -0.91433 -5.85318
H 0.98911 -1.42486 -7.86592
H -0.23791 -0.45364 -6.94959
H -0.01962 -2.17518 -6.56157
O 2.63503 -0.65846 -5.75512
I 0.51661 -0.89863 -3.20874
Sc -0.81268 -0.26575 -0.97645
P -0.36641 2.29052 -0.94614
C 0.76411 3.45813 -0.13186
C -0.20143 2.84937 -2.67608
H -2.77211 2.31779 -0.72431
H -2.07162 3.98319 -0.79626
H -1.96799 3.00033 0.72287
C -1.96255 2.97404 -0.37644
H -0.71439 2.13779 -3.33337
H -0.63813 3.85185 -2.76946
H 0.46332 4.48700 -0.38979
H 1.79329 3.27982 -0.46918
H 0.86302 2.87258 -2.93981
H 0.71777 3.32531 0.95731
C 1.27151 0.26361 -0.03785
O 2.24834 0.47504 0.55808
Cl -3.02973 -0.14079 -1.71301
S -1.36990 -0.62079 1.43501
C -0.54974 -1.48890 2.69220
N -1.08389 -2.62928 3.12482
C -0.47853 -3.51619 4.10438
C 0.35898 -2.74759 5.11155
C 1.11123 -1.55216 4.54354
N 0.54179 -1.00448 3.30753
H -1.97276 -2.86063 2.67704
H 0.16448 -4.23587 3.58654
H -1.29183 -4.08849 4.55467
H 1.10936 -3.43672 5.51473
H -0.26960 -2.44419 5.95518
H 2.14522 -1.85123 4.32838
H 1.17507 -0.73431 5.28194
H 0.94562 -0.15973 2.90218

=====

107
Properties=species:S:1:pos:R:3 method="wB97M-V/def2-TZVPD" homo_ha="-0.2567 / -0.2550" total_energy_ha=-5194.92844 max_force_ev_per_a=0.3 orbital_gap_ev="6.6 / 5.1" de_lowest_kj_mol=0.0
Mg -1.27285 -0.66681 -0.38130
Cl 1.30129 -4.03761 -4.59590
C 1.91050 -3.12684 -3.28141
C 3.08466 -2.34545 -3.45393
C 3.57305 -1.63138 -2.42407
C 2.88473 -1.53365 -1.10868
O 2.47440 -0.12370 -0.92969
C 1.70249 -2.44272 -0.98448
C 0.97398 -2.53227 0.26216
N -0.29104 -2.76833 0.29139
C -0.83913 -3.04360 1.57026
C -1.00446 -4.32605 2.01608
C -1.56050 -4.57615 3.28607
C -1.94659 -3.54812 4.09771
C -1.80684 -2.21347 3.65806
C -2.19086 -1.09410 4.42702
C -2.04925 0.16003 3.90850
C -1.54184 0.30345 2.60512
N -1.14985 -0.70587 1.87024
C -1.26491 -1.96029 2.37808
C 1.25787 -3.17579 -2.05624
H 3.57081 -2.33580 -4.42015
H 4.45558 -1.01746 -2.54837
H 1.52316 -2.41963 1.20033
H -0.70491 -5.14813 1.37879
H -1.67774 -5.60015 3.61505
H -2.37092 -3.73815 5.07551
H -2.60850 -1.24824 5.41473
H -2.34848 1.03954 4.46108
H -1.48995 1.28414 2.14918
H 0.39495 -3.81831 -1.94097
C 1.84072 3.18103 0.81727
C 0.30543 3.22665 0.84683
P -0.53162 2.11609 -0.37567
C 0.09722 2.79201 -1.94635
C -0.07661 4.14269 -2.26420
C 0.41117 4.64590 -3.45655
C 1.06680 3.80078 -4.34855
C 1.22917 2.46021 -4.04515
C 0.75162 1.95285 -2.84124
C -2.24329 2.73833 -0.32991
C -3.03729 2.52616 -1.45839
C -4.38653 2.82800 -1.43629
C -4.96767 3.33687 -0.28227
C -4.18854 3.56050 0.84100
C -2.83108 3.26464 0.81808
C 2.48500 2.28281 1.87900
P 2.25314 0.45934 1.65183
C 3.22885 -0.13936 3.08123
C 2.49928 -0.68918 4.13647
C 3.14201 -1.16575 5.27173
C 4.52595 -1.11723 5.35177
C 5.26301 -0.58507 4.30181
C 4.61958 -0.09161 3.17595
C 3.37632 0.07116 0.19895
C 4.45296 1.05377 -0.13956
C 5.71786 0.68494 -0.34196
C 6.15034 -0.71239 -0.24648
C 5.27439 -1.69008 -0.02714
C 3.82121 -1.40733 0.14868
H 2.21109 4.19350 0.99263
H 2.18106 2.91592 -0.18809
H -0.03575 4.23782 0.61556
H -0.05277 3.00408 1.85514
H -0.61806 4.79232 -1.58518
H 0.27007 5.69074 -3.70271
H 1.43501 4.19303 -5.28835
H 1.70579 1.79025 -4.74848
H 0.86554 0.90113 -2.61330
H -2.59660 2.11073 -2.35811
H -4.99165 2.63672 -2.31210
H -6.02905 3.54886 -0.26123
H -4.63597 3.96253 1.74141
H -2.23788 3.45423 1.70514
H 2.04837 2.51017 2.85642
H 3.55226 2.50165 1.96724
H 1.41785 -0.75051 4.05940
H 2.56318 -1.58472 6.08478
H 5.03167 -1.49780 6.22988
H 6.34361 -0.55083 4.36039
H 5.20307 0.33200 2.36793
H 4.16656 2.09303 -0.23996
H 6.46009 1.43343 -0.59171
H 7.20235 -0.93827 -0.36703
H 5.59824 -2.72272 0.02895
H 3.44890 -1.99445 0.98947
Cl -6.68840 0.21960 -1.93460
C -5.40589 -1.29866 0.48197
Cl -6.74748 -2.32008 0.22079
Cl -5.27995 -0.64963 2.05906
C -4.34677 -1.09035 -0.47084
N -3.25908 -0.55766 -0.10654
O -2.55670 -2.83392 -1.82036
C -3.20039 -1.81425 -2.44182
C -4.59531 -1.66103 -1.92154
C -5.49403 -0.80910 -2.85114
C -4.76817 0.08981 -3.80318
C -3.45309 0.01975 -3.98554
C -2.61736 -0.93299 -3.26479
C -1.12107 -0.80868 -3.35000
O -0.55670 -0.53906 -4.39491
O -0.51622 -0.95944 -2.20113
H -1.60629 -2.75368 -2.00923
H -5.04195 -2.64995 -1.82033
H -6.15259 -1.47116 -3.41191
H -5.38111 0.77099 -4.37968
H -2.95671 0.65081 -4.71349

=====

50
Properties=species:S:1:pos:R:3 method="wB97M-V/def2-TZVPD" homo_ha="-0.5253 / -0.5245" total_energy_ha=-1826.86888 max_force_ev_per_a=5.4 orbital_gap_ev="6.9 / 5.4" de_lowest_kj_mol=0.0 charge=+2 spin_multiplicity=5
P 1.93988 -0.14559 -1.18871
P -2.02091 0.00164 -0.85025
C 0.38202 0.02533 -2.43759
C -1.07317 0.52008 -2.25272
H 0.28038 -1.01973 -2.74379
H 0.82208 0.60978 -3.26267
H -1.20271 1.60935 -2.24825
H -1.64199 0.26672 -3.16625
C -3.48406 -0.98653 -1.39792
H -3.98431 -1.47899 -0.54740
H -3.23701 -1.69613 -2.18560
H -4.22364 -0.26996 -1.79493
C -3.25661 1.29616 -0.32297
H -4.12641 1.17815 -0.97767
H -2.90096 2.32207 -0.37678
H -3.63698 1.09212 0.69511
C 3.03625 -1.51239 -0.72179
H 3.60190 -1.22715 0.18178
H 3.75492 -1.67975 -1.53061
H 2.43560 -2.43976 -0.49342
C 3.18942 0.78882 -2.26855
H 2.89221 1.70956 -2.80263
H 3.44967 0.09927 -3.08830
H 4.16011 0.94337 -1.76376
Ru 2.69155 -3.31042 1.27047
C -2.26871 -0.17764 1.75639
C -1.58634 -0.79273 0.66969
C 0.06746 -0.87704 0.75639
C 0.73009 0.49534 1.00187
C 0.45225 1.77365 -0.02331
C -0.78864 2.26722 0.22689
C -1.22709 2.33090 1.65763
C -1.81705 1.00108 2.41653
C 3.49350 -1.70707 2.26900
H -3.12040 -0.77894 2.03499
H -1.83462 -1.86323 0.53495
H 0.30342 -1.27378 -0.25526
H 0.49140 -1.74829 1.36986
H 0.55436 0.72113 2.06550
H 1.82447 0.39888 1.04781
H 1.29123 2.47746 0.12722
H -1.07402 3.11478 -0.45597
H -1.86800 3.20334 1.89849
H -0.34217 2.57907 2.25787
H -1.09714 0.67748 3.18907
H -2.69930 1.40481 2.92618
H 2.86821 -1.56304 3.17939
H 3.71453 -0.78472 1.69253
H 4.43157 -2.21268 2.56614
Cl 1.65377 -5.36201 1.36534

=====

51
Properties=species:S:1:pos:R:3 method="wB97M-V/def2-TZVPD" homo_ha=-0.2561 total_energy_ha=-1546.83687 max_force_ev_per_a=2.9 orbital_gap_ev=5.3 de_lowest_kj_mol=92.5
Y -0.11970 -0.08230 0.08676
C -5.10769 -1.84510 2.14526
C -4.84189 -0.59424 2.69600
C -3.95571 0.27434 2.07816
C -3.32877 -0.08949 0.88579
C -3.60539 -1.33388 0.33463
C -4.48355 -2.21032 0.96270
N -2.32502 0.71096 0.27665
C -2.43386 2.04887 0.24429
C -3.68362 2.75340 0.28362
C -3.73152 4.10560 0.16339
C -2.55304 4.89603 0.02257
C -1.34779 4.28469 0.02043
C -1.25631 2.87038 0.13958
N -0.04672 2.21946 0.18923
N 0.97417 2.90098 0.38344
C 2.16455 2.13911 0.44932
C 3.29288 2.80589 0.89861
C 4.47654 2.10458 1.01584
C 4.50976 0.75925 0.67479
C 3.34262 0.17158 0.24028
N 2.18932 0.84382 0.12644
H -5.78668 -2.52825 2.63914
H -5.31142 -0.29941 3.62742
H -3.72134 1.22762 2.53704
H -3.12899 -1.61203 -0.59938
H -4.67845 -3.17863 0.51858
H -4.59479 2.17846 0.36333
H -4.69857 4.59572 0.15481
H -2.62530 5.96863 -0.09050
H -0.43022 4.84690 -0.08074
H 3.20401 3.85310 1.15349
H 5.36987 2.60034 1.37396
H 5.41504 0.17480 0.74763
H 3.31373 -0.87582 -0.02934
F 0.18178 -2.85876 0.85749
B 0.05105 -2.37092 -0.41391
F 0.00256 -3.35545 -1.32850
C 1.79611 -0.30507 3.51047
Si 0.04845 0.03846 2.88329
C -1.00654 -1.26411 3.72173
C -0.41280 1.70796 3.61716
H 1.82972 -0.33276 4.60691
H 2.50540 0.46244 3.17379
H 2.14947 -1.27570 3.14246
H -0.93660 -1.18246 4.81388
H -0.64857 -2.25579 3.42914
H -2.06340 -1.19309 3.44288
H -0.39480 1.70344 4.71338
H -1.41519 2.01695 3.29838
H 0.29102 2.47522 3.27113

=====

14
Properties=species:S:1:pos:R:3 method="wB97M-V/def2-TZVPD" homo_ha="-0.3207 / -0.2727" total_energy_ha=-1580.18835 max_force_ev_per_a=2.8 orbital_gap_ev="8.0 / 7.1" de_lowest_kj_mol=771.0
C -0.64882 1.47535 1.82263
C -0.67595 -0.04496 -1.93672
Si 1.69869 -1.15154 0.36069
Si -0.48209 -1.17677 -0.28965
Cl 0.17173 2.76986 0.99907
Cl -2.41605 0.12271 -2.01373
H -1.62451 1.75432 2.07118
H -0.09984 0.92659 2.56134
H -0.36272 -0.47550 -2.87462
H -0.14677 0.82872 -1.66651
H 2.60699 -1.53917 -0.66580
H 2.02753 0.27549 0.55475
H 1.66409 -1.83709 1.57464
H -1.71229 -1.92801 -0.49728